A | Molecular formula: C3H4O2S
Method: DFT, wB97M-V/def2-TZVPD

Values from the calculation:
SMILES	CC(=O)C(=O)S
multiplicity	1
highest occupied orbital energy	-9.8	eV
orbital gap	0.364	hartree

Last column: Mulliken charge in e.
Atoms and positions in Å:
C (0.57846, 0.28603, 0.43703)  -1.027
C (-0.36828, -0.65696, -0.22319)  0.746
O (-0.10919, -1.64675, -0.84615)  -0.480
C (-1.71020, 0.22689, -0.24583)  0.282
O (-1.66355, 1.24440, -0.85712)  -0.397
S (-3.51950, 0.04480, 0.43376)  -0.207
H (0.12244, 0.55759, 1.38441)  0.369
H (0.64151, 1.29195, -0.06798)  0.306
H (1.63376, -0.11080, 0.58462)  0.284
H (-3.26644, -0.90832, 1.32029)  0.124

B | Molecular formula: C3H4O2S
Method: DFT, wB97M-V/def2-TZVPD

Values from the calculation:
SMILES	CC(=S)C(=O)O
multiplicity	1
highest occupied orbital energy	-9.2	eV
orbital gap	0.313	hartree

Last column: Mulliken charge in e.
Atoms and positions in Å:
C (0.63800, 1.78463, 0.22842)  -1.029
C (0.42491, 0.31589, 0.09009)  0.333
S (1.60495, -0.81677, -0.14717)  -0.204
C (-1.00716, -0.15777, 0.10261)  0.538
O (-1.56899, -0.67085, 1.06327)  -0.522
O (-1.62349, 0.07858, -1.06328)  -0.428
H (0.02941, 2.20310, 1.09440)  0.298
H (1.66569, 2.01678, 0.37693)  0.345
H (0.34743, 2.24058, -0.68575)  0.314
H (-2.51644, -0.31050, -0.95756)  0.356

Energy comparison, zero being the most stable, in kcal/mol: A 22.2; B 0.0.

A | Molecular formula: C3H4O2S
Method: DFT, wB97M-V/def2-TZVPD

Values from the calculation:
multiplicity	1
highest occupied orbital energy	-9.4	eV
orbital gap	0.348	hartree

Last column: Mulliken charge in e.
Atoms and positions in Å:
C (-0.22348, 0.45281, 0.39534)  0.397
C (-0.83671, -0.81385, -0.14276)  -0.390
C (1.09430, -0.22899, 0.01097)  0.073
H (0.42424, 1.85976, -0.68545)  0.325
H (-0.28944, 0.54040, 1.50110)  0.218
H (-1.38591, -1.40321, 0.63480)  0.199
H (-1.41275, -0.83845, -1.04209)  0.282
O (-0.47517, 1.66014, -0.31830)  -0.491
O (0.44570, -1.37999, -0.27583)  -0.322
S (2.65922, 0.15136, -0.07780)  -0.291

B | Molecular formula: C3H4O2S
Method: DFT, wB97M-V/def2-TZVPD

Values from the calculation:
SMILES	O=C1CC1.O=S
multiplicity	1
highest occupied orbital energy (spin up / spin down)	-8.7 / -8.7	eV
orbital gap (spin up / spin down)	0.282 / 0.280	hartree

Last column: Mulliken charge in e.
Atoms and positions in Å:
O (1.02422, -1.52629, 0.21745)  -0.474
C (0.10776, -0.80745, 0.04218)  0.502
C (-0.99277, -0.53633, -0.88560)  -0.403
C (-0.73990, 0.35837, 0.32007)  -0.552
H (-0.65287, -0.04385, -1.90056)  0.220
H (-1.98101, -1.15598, -0.80997)  0.241
H (-1.52236, 0.47651, 1.16038)  0.211
H (-0.27540, 1.24907, 0.18943)  0.298
O (2.15217, 1.59737, 0.64555)  -0.336
S (2.88017, 0.38858, 1.02106)  0.294

C | Molecular formula: C3H4O2S
Method: DFT, wB97M-V/def2-TZVPD

Values from the calculation:
SMILES	O=CCOC=S
multiplicity	1
highest occupied orbital energy	-9.2	eV
orbital gap	0.332	hartree

Last column: Mulliken charge in e.
Atoms and positions in Å:
O (-2.32633, -0.81556, 0.17150)  -0.443
C (-1.32744, -0.51596, -0.44827)  0.129
C (-0.49493, 0.61968, -0.05204)  -0.528
O (0.87791, 0.70148, -0.27990)  -0.253
C (1.69187, -0.08427, 0.39127)  -0.078
S (3.20049, -0.50673, -0.15571)  -0.234
H (-1.15436, -1.16978, -1.36055)  0.357
H (-0.77919, 0.79677, 1.01689)  0.365
H (-0.96503, 1.45656, -0.54966)  0.330
H (1.27702, -0.48220, 1.26647)  0.354

Energy comparison, zero being the most stable, in kcal/mol: A 0.0; B 63.8; C 6.3.

A | Molecular formula: C4H8N2S2
Method: DFT, wB97M-V/def2-TZVPD

Values from the calculation:
SMILES	N[C@@H]1C[C@H]1S/C=N/S
multiplicity	1
highest occupied orbital energy	-8.4	eV
orbital gap	0.339	hartree

Last column: Mulliken charge in e.
Atoms and positions in Å:
N (-0.35888, -0.63605, -1.88498)  -0.599
C (-0.29931, 0.52096, -1.04842)  0.049
C (0.69844, 1.57586, -1.38676)  -0.653
C (0.94652, 0.67782, -0.24282)  -0.191
S (0.84184, 1.31002, 1.42357)  -0.176
C (0.03820, -0.01651, 2.24192)  -0.083
N (-0.30057, -1.09046, 1.65398)  -0.278
S (-1.06263, -2.28079, 2.64956)  -0.163
H (-0.63012, -1.47519, -1.38705)  0.224
H (-0.99958, -0.50235, -2.64082)  0.237
H (-1.20153, 0.88258, -0.52937)  0.270
H (0.46746, 2.60799, -1.15942)  0.257
H (1.34696, 1.51257, -2.30674)  0.234
H (1.75531, -0.08555, -0.34664)  0.380
H (-0.05868, 0.19307, 3.29355)  0.359
H (-1.18343, -3.19397, 1.67044)  0.132

B | Molecular formula: C4H8N2S2
Method: DFT, wB97M-V/def2-TZVPD

Values from the calculation:
multiplicity	1
highest occupied orbital energy	-8.6	eV
orbital gap	0.258	hartree

Last column: Mulliken charge in e.
Atoms and positions in Å:
C (0.22838, -0.84048, 0.18778)  -0.040
C (0.69262, 0.28881, 0.92999)  -0.356
C (-0.64782, 0.85995, -1.39314)  -0.091
C (-0.99998, -0.50210, -0.66314)  -0.377
H (2.19451, -2.12055, 0.19029)  0.139
H (-0.24735, -1.70995, 0.76967)  0.276
H (1.50627, 0.18091, 1.81024)  0.294
H (-0.02841, 0.85921, 1.60547)  0.205
H (1.52133, 2.31764, 0.40961)  0.262
H (-1.32527, 1.33875, -2.22051)  0.322
H (-1.00917, -1.36076, -1.44351)  0.261
H (-2.02962, -0.14059, 1.80367)  0.097
N (1.17040, 1.48508, -0.00017)  -0.075
N (0.34559, 1.66389, -1.07285)  -0.560
S (1.35051, -1.73576, -0.76977)  -0.219
S (-2.72199, -0.58405, -0.14361)  -0.138

Energy comparison, zero being the most stable, in kcal/mol: A 0.0; B 96.0.

A | Molecular formula: C5H4
Method: DFT, wB97M-V/def2-TZVPD

Values from the calculation:
multiplicity	1
highest occupied orbital energy	-9.7	eV
orbital gap	0.375	hartree

Last column: Mulliken charge in e.
Atoms and positions in Å:
C (-0.90253, 0.15251, -1.01279)  -0.219
C (0.00391, -0.32661, 0.98693)  -0.149
C (1.18139, -0.07945, 0.11622)  -0.073
C (0.02890, 0.81954, 0.07033)  -0.305
C (-0.01774, -0.86153, -0.41272)  -0.442
H (-1.95472, 0.13279, -0.67099)  0.230
H (-0.63965, 0.51112, -1.91317)  0.325
H (-0.00034, -0.44154, 2.53486)  0.283
H (2.30079, 0.09317, 0.30134)  0.351

B | Molecular formula: C5H4
Method: DFT, wB97M-V/def2-TZVPD

Values from the calculation:
SMILES	C#CC1=CC1
multiplicity	1
highest occupied orbital energy	-8.8	eV
orbital gap	0.353	hartree

Last column: Mulliken charge in e.
Atoms and positions in Å:
C (0.48562, 0.90826, 2.60125)  0.140
C (0.44203, 0.68360, 1.44514)  -0.409
C (0.30893, 0.38768, 0.10269)  0.178
C (0.67828, 0.24936, -1.12173)  -0.549
C (-0.48554, -0.66120, -0.80885)  -0.681
H (0.40888, 0.89288, 3.69545)  0.393
H (1.13358, 0.62543, -1.92018)  0.420
H (-1.36421, -0.49048, -1.35187)  0.238
H (-0.44615, -1.62353, -0.41959)  0.270

C | Molecular formula: C5H4
Method: DFT, wB97M-V/def2-TZVPD

Values from the calculation:
SMILES	C#CC#CC
multiplicity	1
highest occupied orbital energy	-9.3	eV
orbital gap	0.378	hartree

Last column: Mulliken charge in e.
Atoms and positions in Å:
C (-3.19601, 0.02712, 0.00645)  -0.158
C (-1.99372, -0.03919, -0.06533)  -0.117
C (-0.60936, -0.09348, -0.04640)  -0.213
C (0.59232, -0.05132, -0.09497)  0.272
C (2.05026, 0.03456, -0.00033)  -1.033
H (-4.24333, 0.07047, 0.05752)  0.429
H (2.43980, 1.02031, -0.24027)  0.272
H (2.39557, -0.26021, 1.02449)  0.270
H (2.56447, -0.70825, -0.64115)  0.277

Energy comparison, zero being the most stable, in kcal/mol: A 121.3; B 39.4; C 0.0.